Entry 1:
A cluster of 11 separate species, H21O11 in total at a distorted geometry. Source: OMol25; level of theory: ωB97M-V/def2-TZVPD.

- Charge: -1
- Lowest unoccupied orbital energy: 2.9 eV
- E: -22865.1219 eV
- Multiplicity: 1
- Kohn-Sham gap: 9.18 eV
- Energy relative to the best compared isomer or geometry (same formula, charge and spin): 174.9 kJ/mol

CARTESIAN COORDINATES (ANGSTROEM)
O1 4.94 0.00 -0.82
H1 5.06 0.94 -0.68
H2 4.02 0.04 -1.11
O2 -0.44 -0.15 -0.67
H3 -1.18 -0.75 -0.83
H4 -0.07 0.35 0.98
O3 -4.30 -2.00 -0.31
H5 0.52 -1.45 -1.90
H6 -0.06 -1.33 -3.92
O4 2.41 0.12 0.52
H7 1.91 0.90 0.25
H8 0.18 -0.89 5.05
O5 1.31 3.35 1.48
H9 -1.40 -0.91 1.05
H10 1.64 -0.45 0.61
O6 -0.79 -1.39 -4.61
H11 -0.99 -0.46 -4.75
H12 -1.08 1.11 1.80
O7 -0.22 0.76 1.86
H13 -4.48 -2.19 0.62
O8 0.96 -1.06 -2.67
H14 -3.64 -1.30 -0.11
H15 0.48 -0.23 -2.51
O9 -1.22 2.56 -0.45
H16 -1.89 1.89 -0.27
H17 -0.51 1.90 -0.32
O10 -2.30 -1.19 1.26
H18 2.26 3.22 1.50
H19 -2.37 -2.10 1.54
O11 -0.32 -0.98 4.24
H20 0.95 2.50 1.77
H21 0.09 -0.35 3.63



Entry 2:
A cluster of 9 separate species, C34H35F4N5 in total at a distorted geometry. Source: OMol25; level of theory: ωB97M-V/def2-TZVPD.

- Charge: +1
- Lowest unoccupied orbital energy (spin up / spin down): -4.5 / -8.8 eV
- E: -54133.9397 eV
- <S²>: 0.766
- Multiplicity: 2
- Kohn-Sham gap (spin up / spin down): 6.92 / 2.56 eV
- Energy relative to the best compared isomer or geometry (same formula, charge and spin): 0.0 kJ/mol

CARTESIAN COORDINATES (ANGSTROEM)
F1 -2.70 7.38 1.17
C1 -1.74 6.37 1.36
C2 -1.37 5.61 0.24
C3 -0.31 4.73 0.28
C4 0.31 4.49 1.49
C5 -0.10 5.08 2.66
C6 -1.11 6.06 2.59
H1 -1.90 5.77 -0.69
H2 -0.12 4.09 -0.57
H3 1.10 3.75 1.46
H4 0.36 4.84 3.61
H5 -1.30 6.73 3.42
F2 2.70 -0.16 -5.09
C7 1.80 -1.14 -4.94
C8 0.55 -1.01 -5.50
C9 -0.26 -2.14 -5.54
C10 0.07 -3.26 -4.85
C11 1.25 -3.37 -4.11
C12 2.15 -2.29 -4.28
H6 0.28 -0.21 -6.16
H7 -1.09 -2.09 -6.23
H8 -0.65 -4.05 -4.94
H9 1.48 -4.27 -3.57
H10 3.09 -2.40 -3.77
F3 4.78 3.27 4.41
C13 4.11 2.72 3.37
C14 4.74 2.70 2.13
C15 4.14 2.02 1.11
C16 2.90 1.39 1.26
C17 2.30 1.41 2.52
C18 2.89 2.09 3.56
H11 5.71 3.18 2.11
H12 4.71 1.91 0.20
H13 2.46 0.80 0.47
H14 1.36 0.92 2.70
H15 2.49 2.05 4.56
F4 1.01 -3.48 1.70
C19 1.32 -3.33 3.03
C20 2.08 -4.30 3.67
C21 2.36 -4.08 5.00
C22 1.83 -2.96 5.65
C23 1.00 -2.02 5.00
C24 0.84 -2.21 3.68
H16 2.43 -5.22 3.22
H17 2.86 -4.85 5.57
H18 1.95 -2.69 6.69
H19 0.55 -1.19 5.52
H20 0.19 -1.52 3.17
C25 -0.85 2.95 -3.87
C26 -1.76 1.97 -4.55
N1 -2.49 1.27 -5.12
H21 0.18 2.98 -4.23
H22 -0.79 2.85 -2.79
H23 -1.25 3.96 -4.01
C27 -3.55 1.73 -0.93
C28 -4.68 1.17 -0.14
N2 -5.56 0.78 0.50
H24 -2.69 1.89 -0.29
H25 -3.91 2.69 -1.30
H26 -3.29 1.13 -1.81
C29 0.70 -1.19 -0.99
C30 0.36 0.17 -0.83
N3 0.12 1.31 -0.64
H27 1.15 -1.31 -1.98
H28 -0.18 -1.82 -0.90
H29 1.44 -1.45 -0.23
C31 -1.43 -4.92 -0.72
C32 -2.67 -5.63 -0.27
N4 -3.58 -6.24 -0.02
H30 -0.89 -5.63 -1.34
H31 -0.75 -4.81 0.13
H32 -1.60 -3.92 -1.12
C33 -4.52 -2.75 0.19
C34 -3.60 -2.12 -0.81
N5 -2.91 -1.63 -1.59
H33 -4.20 -2.77 1.24
H34 -4.94 -3.72 -0.06
H35 -5.34 -2.05 0.12



Entry 3:
An isolated molecule of C3H3BrCl3NO3 at a distorted geometry. Source: OMol25; level of theory: ωB97M-V/def2-TZVPD.

- SMILES string: O=[N+]([O-])[C@@](O)(Br)CC(Cl)(Cl)Cl
- Lowest unoccupied orbital energy: -0.6 eV
- E: -118398.0022 eV
- Multiplicity: 1
- Kohn-Sham gap: 10.34 eV
- Energy relative to the best compared isomer or geometry (same formula, charge and spin): 0.0 kJ/mol

CARTESIAN COORDINATES (ANGSTROEM)
O1 0.57 -2.31 -0.43
N1 -0.09 -1.54 -0.98
O2 -0.21 -1.38 -2.14
C1 -0.79 -0.44 -0.15
O3 -1.30 0.51 -0.98
Br1 -2.31 -1.48 0.76
C2 0.25 0.11 1.09
C3 0.89 1.37 0.54
Cl1 2.27 1.85 1.68
Cl2 -0.25 2.73 0.53
Cl3 1.68 0.96 -1.05
H1 -1.21 -0.03 -1.85
H2 -0.46 0.30 1.80
H3 0.97 -0.66 1.17



Entry 4:
A structure of composition C8H16N9O3Rh. Source: OMol25; level of theory: ωB97M-V/def2-TZVPD.

- Charge: +2
- Lowest unoccupied orbital energy: -8.2 eV
- E: -31101.4448 eV
- Multiplicity: 1
- Kohn-Sham gap: 8.21 eV
- Energy relative to the best compared isomer or geometry (same formula, charge and spin): 0.0 kJ/mol

CARTESIAN COORDINATES (ANGSTROEM)
Rh1 0.15 -0.09 0.73
N1 -0.44 -1.77 -0.14
C1 0.46 -2.22 -1.24
C2 1.92 -2.23 -0.84
C3 2.42 -0.81 -0.61
O1 3.05 -0.22 -1.45
O2 2.05 -0.29 0.55
H1 -0.51 -2.49 0.58
H2 -1.40 -1.64 -0.49
H3 0.29 -1.55 -2.08
H4 0.14 -3.22 -1.54
H5 2.49 -2.67 -1.66
H6 2.08 -2.84 0.05
N2 -1.28 -2.56 5.12
N3 -0.44 -2.00 4.20
N4 0.80 -1.67 4.52
C4 1.22 -1.07 3.42
N5 0.23 -1.03 2.51
N6 -0.83 -1.64 3.03
H7 -0.73 -3.00 5.85
H8 -1.93 -3.19 4.66
H9 2.21 -0.66 3.28
C5 -1.10 3.89 -3.06
N7 -1.03 2.81 -2.08
C6 -2.12 2.47 -1.16
C7 -1.48 1.36 -0.39
O3 -1.82 0.66 0.59
N8 -0.23 1.16 -0.83
C8 0.04 2.06 -1.82
N9 1.22 2.15 -2.39
H10 -2.14 4.11 -3.26
H11 -0.63 3.57 -3.99
H12 -0.61 4.79 -2.69
H13 -3.02 2.13 -1.69
H14 -2.39 3.31 -0.52
H15 1.99 1.56 -2.07
H16 1.40 2.84 -3.10



Entry 5:
A structure of composition C28H52IrP2 at a distorted geometry. Source: OMol25; level of theory: ωB97M-V/def2-TZVPD.

- Charge: +2
- Lowest unoccupied orbital energy (spin up / spin down): -4.9 / -9.4 eV
- E: -51273.8315 eV
- <S²>: 8.776
- Multiplicity: 6
- Kohn-Sham gap (spin up / spin down): 7.19 / 2.61 eV
- Energy relative to the best compared isomer or geometry (same formula, charge and spin): 17.0 kJ/mol

CARTESIAN COORDINATES (ANGSTROEM)
Ir1 -0.62 -0.63 -2.65
C1 -0.29 -2.43 2.46
C2 1.06 -2.44 2.00
C3 0.96 -1.12 3.89
C4 -0.35 -1.61 3.62
C5 1.83 -1.63 2.88
C6 -1.45 -3.07 1.82
H1 -1.17 -3.58 0.89
H2 -2.23 -2.33 1.58
H3 -1.92 -3.83 2.47
C7 -1.56 -1.38 4.44
H4 -2.44 -1.30 3.80
H5 -1.48 -0.47 5.04
H6 -1.74 -2.22 5.15
C8 1.37 -0.30 5.05
H7 1.41 -0.89 5.99
H8 0.66 0.51 5.24
H9 2.35 0.14 4.91
C9 3.26 -1.31 2.71
H10 3.89 -1.98 3.32
H11 3.46 -0.29 3.03
H12 3.57 -1.43 1.67
C10 1.59 -3.22 0.86
H13 2.41 -3.90 1.17
H14 1.99 -2.56 0.07
H15 0.81 -3.85 0.41
C11 -1.67 0.37 -4.01
C12 -1.81 -1.07 -4.18
C13 -1.03 -1.88 -5.20
C14 0.49 -1.87 -4.98
C15 0.96 -1.27 -3.65
C16 1.07 0.16 -3.43
C17 0.76 1.14 -4.53
C18 -0.76 1.20 -4.90
H16 -1.30 -1.56 -6.22
H17 0.99 -1.37 -5.83
H18 -1.40 -2.93 -5.14
H19 -0.93 0.90 -5.94
H20 -2.55 0.86 -3.59
H21 -2.78 -1.49 -3.91
H22 -1.08 2.26 -4.80
H23 1.06 2.15 -4.20
H24 1.80 0.47 -2.69
H25 1.38 0.97 -5.43
H26 0.85 -2.90 -5.03
H27 1.60 -1.89 -3.02
P1 -1.06 1.02 -0.62
P2 1.99 1.65 0.36
C19 -0.29 2.67 -1.17
C20 1.24 2.80 -0.90
H28 -0.86 3.48 -0.68
H29 -0.48 2.75 -2.25
H30 1.80 2.67 -1.84
H31 1.46 3.81 -0.51
C21 2.66 2.64 1.72
H32 2.58 2.03 2.64
H33 2.08 3.56 1.85
H34 3.72 2.86 1.53
C22 3.40 0.91 -0.55
H35 3.86 1.63 -1.24
H36 3.03 0.04 -1.12
H37 4.14 0.55 0.18
C23 -2.87 0.79 -0.75
H38 -3.11 -0.03 -0.05
H39 -3.19 0.47 -1.75
H40 -3.44 1.68 -0.45
C24 -0.95 -2.15 -1.44
H41 -0.22 -2.13 -0.63
H42 -0.80 -3.07 -2.01
H43 -1.98 -2.18 -1.06
C25 -1.41 1.87 3.41
C26 -2.08 1.67 2.05
C27 -2.91 2.92 1.72
C28 -0.87 1.28 1.18
H44 -0.94 2.86 3.41
H45 -0.59 1.13 3.54
H46 -2.09 1.77 4.27
H47 -2.81 0.82 2.05
H48 -2.45 3.85 2.08
H49 -3.13 3.09 0.66
H50 -3.89 2.83 2.22
H51 -0.07 2.02 1.38
H52 -0.48 0.33 1.63



Entry 6:
An isolated molecule of C4H10N2O at a distorted geometry. Source: OMol25; level of theory: ωB97M-V/def2-TZVPD.

- SMILES string: CN(C)CC(N)=O
- Lowest unoccupied orbital energy: 0.9 eV
- E: -9337.0781 eV
- Multiplicity: 1
- Kohn-Sham gap: 9.80 eV
- Energy relative to the best compared isomer or geometry (same formula, charge and spin): 184.2 kJ/mol

CARTESIAN COORDINATES (ANGSTROEM)
C1 1.07 1.65 0.84
N1 0.18 0.47 0.62
C2 -1.14 0.90 0.15
C3 0.84 -0.39 -0.36
C4 0.17 -1.80 -0.34
N2 -1.01 -2.15 -0.96
O1 0.77 -2.62 0.31
H1 0.60 2.60 0.60
H2 1.37 1.58 1.90
H3 2.02 1.59 0.31
H4 -1.33 1.95 0.40
H5 -1.91 0.17 0.40
H6 -1.16 0.98 -0.96
H7 1.80 -0.61 0.09
H8 0.82 -0.01 -1.40
H9 -1.48 -2.94 -0.53
H10 -1.62 -1.36 -1.09



Entry 7:
A cluster of 2 separate species, C5H17N2 in total at a distorted geometry. Source: OMol25; level of theory: ωB97M-V/def2-TZVPD.

- Charge: +1
- Lowest unoccupied orbital energy: -2.8 eV
- E: -8434.5627 eV
- Multiplicity: 1
- Kohn-Sham gap: 11.35 eV
- Energy relative to the best compared isomer or geometry (same formula, charge and spin): 78.4 kJ/mol

CARTESIAN COORDINATES (ANGSTROEM)
C1 -0.49 1.51 -0.95
C2 -1.88 1.14 -0.40
C3 -2.18 1.69 1.01
N1 0.08 0.48 -1.84
H1 0.27 1.73 -0.15
H2 -0.46 2.52 -1.38
H3 -1.83 0.03 -0.27
H4 -2.65 1.42 -1.16
H5 -2.40 2.75 1.01
H6 -1.39 1.58 1.73
H7 -3.14 1.29 1.40
H8 0.93 0.82 -2.38
H9 -0.69 0.32 -2.55
C4 2.55 -2.22 0.74
C5 1.57 -1.18 1.12
N2 0.29 -1.24 0.29
H10 3.51 -2.12 1.22
H11 2.12 -3.24 1.04
H12 2.72 -2.30 -0.34
H13 1.28 -1.28 2.13
H14 1.88 -0.14 1.00
H15 0.28 -0.78 -0.68
H16 -0.41 -0.75 0.82
H17 -0.03 -2.21 0.24



Entry 8:
An isolated molecule of C3H5N3 at a distorted geometry. Source: OMol25; level of theory: ωB97M-V/def2-TZVPD.

- SMILES string: Cn1ccnn1
- Lowest unoccupied orbital energy: 0.8 eV
- E: -7658.8983 eV
- Multiplicity: 1
- Kohn-Sham gap: 10.42 eV
- Energy relative to the best compared isomer or geometry (same formula, charge and spin): 343.2 kJ/mol

CARTESIAN COORDINATES (ANGSTROEM)
C1 0.26 -1.08 1.20
N1 0.22 -0.13 0.11
C2 -0.96 0.27 -0.50
C3 -0.50 1.38 -1.22
N2 0.83 1.52 -1.05
N3 1.27 0.57 -0.26
H1 1.15 -1.69 1.12
H2 0.29 -0.49 2.12
H3 -0.64 -1.70 1.21
H4 -0.88 -0.76 -0.91
H5 -1.03 2.10 -1.83